[1]
ORCA calculation (ωB97M-V with the def2-TZVPD basis set) on a molecular structure, C19H66NO17S2Si in a non-equilibrium geometry.

Structure (XYZ):
```
106
Properties=species:S:1:pos:R:3:lowdin_charge:R:1
C -0.885 -1.819 -3.250 -0.13
C -0.938 -3.080 -2.322 -0.25
S -0.561 -2.618 -0.569 0.59
O 0.877 -2.958 -0.315 -0.41
O -0.693 -1.127 -0.395 -0.42
N -1.654 -3.344 0.479 -0.35
S -0.898 -4.430 1.501 0.57
O -0.049 -5.459 0.815 -0.41
O -1.904 -5.170 2.338 -0.40
C 0.174 -3.556 2.699 -0.22
C -0.658 -2.698 3.717 -0.30
O 0.174 -1.802 4.446 -0.23
Si 0.445 -0.333 3.605 0.49
C 1.767 -0.436 2.233 -0.16
C 1.143 0.895 4.914 -0.18
C -1.105 0.450 2.849 -0.17
H -0.545 -2.120 -4.258 0.06
H -0.258 -1.012 -2.840 0.05
H -1.901 -1.384 -3.377 0.08
H -0.098 -3.730 -2.631 0.08
H -1.904 -3.607 -2.407 0.09
H 0.717 -4.305 3.308 0.11
H 0.933 -2.967 2.154 0.06
H -1.544 -2.226 3.248 0.10
H -1.058 -3.428 4.453 0.12
H 2.396 -1.330 2.414 0.02
H 2.395 0.478 2.280 0.03
H 1.253 -0.503 1.254 0.02
H 1.158 1.912 4.483 0.03
H 0.451 0.869 5.772 0.01
H 2.158 0.514 5.157 0.03
H -0.882 1.531 2.730 0.02
H -2.016 0.395 3.472 0.04
H -1.280 0.080 1.812 0.03
C -1.076 0.402 -6.075 -0.16
O -0.694 -0.940 -6.328 -0.13
H -0.580 0.735 -5.164 0.07
H -0.771 1.046 -6.907 0.06
H -2.159 0.467 -5.937 0.08
H -1.140 -1.219 -7.133 0.04
C 2.521 -5.551 -2.857 -0.16
O 2.210 -5.661 -4.241 -0.14
H 1.622 -5.747 -2.276 0.08
H 3.289 -6.284 -2.592 0.07
H 2.876 -4.540 -2.639 0.07
H 3.022 -5.482 -4.727 0.04
C 2.411 1.618 -4.073 -0.17
O 1.612 0.772 -3.260 -0.12
H 2.084 1.512 -5.106 0.07
H 2.292 2.662 -3.765 0.07
H 3.464 1.330 -3.998 0.07
H 1.910 0.875 -2.353 0.08
C 5.497 -2.307 3.085 -0.16
O 5.078 -1.363 4.064 -0.13
H 5.175 -1.954 2.107 0.08
H 6.587 -2.401 3.092 0.07
H 5.042 -3.282 3.280 0.08
H 5.366 -1.689 4.918 0.07
C 5.993 -3.720 -5.455 -0.14
O 5.188 -4.554 -4.628 -0.14
H 5.681 -3.855 -6.489 0.08
H 5.862 -2.672 -5.173 0.08
H 7.046 -4.000 -5.356 0.07
H 5.478 -4.421 -3.722 0.09
C 7.059 -7.320 -4.714 -0.15
O 8.142 -6.466 -4.348 -0.13
H 6.252 -6.703 -5.101 0.06
H 7.381 -8.022 -5.488 0.07
H 6.705 -7.868 -3.837 0.08
H 8.844 -7.024 -4.008 0.07
C -0.081 3.658 7.021 -0.17
O -0.966 2.682 6.493 -0.13
H 0.653 3.906 6.257 0.07
H -0.635 4.562 7.294 0.07
H 0.436 3.264 7.900 0.08
H -1.606 2.474 7.177 0.07
C -2.755 4.519 2.591 -0.14
O -2.348 3.156 2.451 -0.14
H -2.267 4.939 3.458 0.05
H -2.463 5.088 1.701 0.07
H -3.836 4.574 2.727 0.05
H -2.791 2.800 1.677 0.08
C -0.896 7.767 2.978 -0.15
O -1.672 6.977 3.871 -0.14
H -1.234 7.570 1.962 0.08
H -1.029 8.830 3.200 0.07
H 0.162 7.503 3.061 0.08
H -1.362 7.162 4.760 0.08
C -1.898 0.367 -9.967 -0.14
O -2.117 -0.767 -9.135 -0.12
H -1.293 1.085 -9.416 0.07
H -1.366 0.072 -10.875 0.08
H -2.852 0.830 -10.232 0.08
H -2.650 -1.390 -9.633 0.08
C -6.984 4.161 3.263 -0.16
O -5.857 4.826 3.819 -0.13
H -6.632 3.367 2.608 0.08
H -7.591 3.726 4.063 0.08
H -7.584 4.868 2.682 0.06
H -6.186 5.523 4.394 0.06
C -8.979 7.059 4.674 -0.15
O -7.844 7.717 5.227 -0.12
H -8.629 6.266 4.017 0.05
H -9.585 6.623 5.473 0.08
H -9.578 7.767 4.095 0.08
H -8.166 8.412 5.804 0.07
```

For the LUMO energy, the calculation gives 1.77 eV. Its orbital gap is 0.264 Ha. Its molar mass is 672.95 g mol⁻¹. The charge is -1. Its HOMO energy is -5.43 eV. The value obtained for the total energy is -86614.8830 eV.

***

[2]
ORCA calculation (ωB97M-V with the def2-TZVPD basis set) on 15 unconnected molecules or ions with the total composition C19H68N6O15 in a non-equilibrium geometry.

Structure (XYZ):
```
108
Properties=species:S:1:pos:R:3:lowdin_charge:R:1
C -0.448 -1.635 -3.829 -0.05
C -1.484 -0.964 -4.780 -0.32
O -2.512 -1.853 -5.085 -0.09
H 0.280 -0.847 -3.541 0.07
H -0.021 -2.449 -4.381 0.06
H -0.821 -1.945 -2.854 0.03
H -1.032 -0.569 -5.702 0.12
H -2.002 -0.194 -4.264 0.07
H -2.160 -2.348 -5.874 0.11
C 0.093 4.297 -0.746 -0.09
C -0.134 5.267 -1.830 -0.32
O -0.059 6.618 -1.321 -0.07
H -0.725 4.401 -0.007 0.10
H 1.033 4.459 -0.351 0.04
H 0.177 3.251 -1.090 0.06
H -1.056 5.019 -2.255 0.07
H 0.573 5.074 -2.616 0.11
H -0.190 7.215 -2.103 0.10
C -5.495 0.753 -0.406 -0.09
C -4.362 1.408 0.315 -0.37
O -4.699 1.803 1.588 -0.09
H -5.729 -0.231 0.023 0.07
H -5.203 0.447 -1.421 0.05
H -6.407 1.367 -0.586 0.09
H -4.278 2.354 -0.207 0.11
H -3.380 0.880 0.230 0.11
H -5.507 2.368 1.554 0.12
C 2.214 -1.880 4.897 -0.07
C 1.909 -1.915 3.375 -0.31
O 1.097 -0.794 3.044 -0.10
H 1.385 -2.259 5.536 0.08
H 2.421 -0.843 5.203 0.07
H 3.089 -2.538 5.120 0.08
H 1.377 -2.861 3.156 0.10
H 2.817 -1.932 2.760 0.08
H 0.679 -0.927 2.192 0.03
C -0.269 -0.622 -0.032 -0.62
O -0.419 0.694 -0.104 -0.07
N -1.213 -1.500 -0.220 0.18
N 0.829 -1.190 0.328 0.17
H -2.129 -1.148 -0.575 0.10
H -1.049 -2.483 -0.227 0.06
H 1.748 -0.676 0.318 0.06
H 0.986 -2.220 0.395 0.09
C 4.261 0.064 1.478 -0.58
O 3.156 -0.295 0.750 -0.13
N 4.233 0.200 2.789 0.19
N 5.402 0.131 0.936 0.19
H 3.281 0.178 3.134 0.06
H 4.986 0.580 3.419 0.16
H 5.495 -0.111 -0.091 0.12
H 6.295 0.197 1.422 0.13
C 1.848 2.617 2.644 -0.60
O 2.319 2.191 3.896 -0.17
N 1.914 3.884 2.334 0.15
N 1.243 1.812 1.771 0.18
H 2.409 4.570 2.999 0.17
H 1.496 4.253 1.501 0.07
H 1.325 0.902 2.184 0.05
H 0.766 1.971 0.832 0.10
C -0.702 -4.460 -1.283 -0.16
O -1.072 -4.555 0.079 -0.11
H -0.705 -5.368 -1.875 0.08
H 0.400 -4.286 -1.226 0.09
H -1.150 -3.715 -1.872 0.04
H -0.688 -5.308 0.545 0.09
C -3.896 -2.271 -1.142 -0.13
O -3.481 -1.207 -1.954 -0.15
H -3.078 -2.948 -1.051 0.06
H -4.714 -2.776 -1.553 0.08
H -4.206 -1.912 -0.137 0.09
H -4.216 -1.110 -2.571 0.10
C -1.892 2.927 2.357 -0.10
O -1.014 3.981 2.909 -0.09
H -2.853 2.985 2.733 0.04
H -1.449 1.995 2.701 0.07
H -1.862 2.688 1.306 0.05
H -0.291 3.616 3.308 -0.02
C 4.413 -1.935 -1.604 -0.18
O 5.393 -0.995 -1.932 -0.14
H 4.401 -2.118 -0.577 0.02
H 4.601 -2.892 -2.066 0.08
H 3.448 -1.521 -1.961 0.09
H 5.477 -1.062 -2.924 0.12
C 2.146 1.280 -1.716 -0.16
O 1.745 2.159 -2.752 -0.12
H 1.831 1.759 -0.759 0.06
H 3.142 0.969 -1.645 0.04
H 1.509 0.377 -1.769 0.06
H 1.478 1.660 -3.550 0.08
C -2.129 2.397 -2.460 -0.14
O -3.043 1.367 -2.833 -0.13
H -1.067 2.104 -2.790 0.10
H -2.070 2.345 -1.349 0.05
H -2.335 3.451 -2.613 0.06
H -2.636 0.592 -2.496 0.00
C 2.884 -3.949 0.716 -0.13
O 1.520 -3.722 0.854 -0.17
H 3.427 -3.071 1.017 0.06
H 3.234 -4.265 -0.259 0.08
H 3.037 -4.774 1.372 0.09
H 1.228 -4.421 1.481 0.12
C -2.681 -0.848 2.883 -0.16
O -2.587 -1.965 2.089 -0.10
H -3.224 -1.030 3.746 0.06
H -2.910 0.121 2.363 0.07
H -1.691 -0.573 3.252 0.07
H -1.997 -1.756 1.393 -0.01
```

For the LUMO energy, the calculation gives -0.13 eV. The energy above the lowest of the compared OMol25 structures with the same formula, charge and spin comes out at 0.0 kJ/mol. Its orbital gap is 0.305 Ha. Its molar mass is 620.78 g mol⁻¹. The charge is 0. Its HOMO energy is -8.43 eV. The value obtained for the total energy is -60452.4360 eV.

***

Question: What is the orbital gap in the second record?
Answer: 0.305 Ha

***

Question: The highest orbital gap belongs to which entry?
Answer: C19H68N6O15

***

Question: Which value of charge does entry 2 give?
Answer: 0

***

Question: charge of number 2 (C19H68N6O15)?
Answer: 0